Entry 1:
{
  "formula": "C3H5NOS2",
  "method": "wB97M-V/def2-TZVPD",
  "relative_energy_kcal_mol": 71.8,
  "gap_ev": 7.8,
  "e_homo_ha": -0.31294,
  "total_energy_ha": -1043.57481,
  "e_lumo_ev": -0.76,
  "fmax_ev_per_a": 7.7,
  "mol_weight_g_mol": 135.21,
  "smiles": "CS/C(C=O)=N/S",
  "symbols": ["C", "S", "C", "C", "O", "N", "S", "H", "H", "H", "H", "H"],
  "positions_angstrom": [[0.80, 0.36, 2.05], [-0.76, 0.93, 1.13], [-0.42, 0.17, -0.40], [-1.57, -0.02, -1.20], [-1.52, -0.50, -2.35], [0.78, -0.09, -0.71], [1.60, -0.99, -1.74], [1.03, -0.61, 2.15], [0.58, 0.80, 3.05], [1.53, 1.18, 1.80], [-2.65, 0.41, -1.02], [0.61, -1.64, -2.77]],
  "nbo_charge": [-0.689, 0.233, -0.061, 0.326, -0.516, -0.579, 0.328, 0.219, 0.222, 0.239, 0.160, 0.118]
}

Entry 2:
{
  "formula": "C40H40IrN4P2S2",
  "method": "wB97M-V/def2-TZVPD",
  "relative_energy_kcal_mol": 0.0,
  "gap_ev": [7.1, 6.1],
  "e_homo_ha": [-0.44949, -0.45067],
  "total_energy_ha": -3350.22676,
  "e_lumo_ev": [-5.12, -6.20],
  "fmax_ev_per_a": 1.0,
  "mol_weight_g_mol": 895.09,
  "spin_multiplicity": 2,
  "charge": 2,
  "symbols": ["Ir", "S", "P", "C", "P", "S", "C", "C", "C", "C", "C", "C", "C", "C", "C", "C", "C", "C", "C", "C", "C", "C", "C", "C", "C", "C", "C", "C", "C", "C", "H", "H", "H", "H", "H", "H", "H", "H", "H", "H", "H", "H", "H", "H", "H", "H", "H", "H", "H", "H", "N", "C", "C", "N", "C", "C", "H", "H", "H", "H", "H", "H", "H", "H", "H", "H", "H", "N", "C", "C", "C", "N", "H", "H", "H", "H", "C", "C", "C", "C", "C", "C", "C", "C", "H", "H", "H", "H", "H"],
  "positions_angstrom": [[-1.37, 0.36, 0.26], [-1.08, 0.46, 2.59], [0.88, 0.27, 2.07], [0.65, 0.79, 0.39], [0.72, 2.39, -0.30], [-1.22, 2.90, -0.03], [1.13, 2.15, -2.05], [0.63, 3.05, -3.00], [0.97, 2.90, -4.33], [1.80, 1.86, -4.73], [2.29, 0.96, -3.79], [1.95, 1.10, -2.45], [1.87, 3.59, 0.34], [1.54, 4.25, 1.53], [2.43, 5.16, 2.07], [3.63, 5.42, 1.43], [3.95, 4.78, 0.24], [3.07, 3.86, -0.31], [1.94, 1.09, 3.26], [3.28, 0.71, 3.37], [4.09, 1.35, 4.29], [3.57, 2.34, 5.12], [2.23, 2.70, 5.02], [1.41, 2.08, 4.08], [1.41, -1.44, 1.99], [1.33, -2.20, 3.16], [1.66, -3.54, 3.13], [2.07, -4.13, 1.94], [2.16, -3.38, 0.78], [1.82, -2.03, 0.80], [0.00, 3.87, -2.68], [0.62, 3.62, -5.06], [2.08, 1.75, -5.77], [2.94, 0.15, -4.10], [2.35, 0.41, -1.71], [0.59, 4.06, 2.01], [2.18, 5.68, 2.99], [4.32, 6.14, 1.85], [4.89, 4.99, -0.26], [3.32, 3.36, -1.24], [3.68, -0.08, 2.75], [5.13, 1.06, 4.38], [4.20, 2.82, 5.85], [1.83, 3.46, 5.67], [0.37, 2.35, 4.01], [1.00, -1.74, 4.09], [1.60, -4.13, 4.04], [2.33, -5.18, 1.92], [2.48, -3.84, -0.14], [1.85, -1.44, -0.11], [-2.41, -0.35, -4.58], [-1.09, -0.86, -4.06], [-1.16, -0.96, -2.55], [-1.51, 0.32, -1.92], [-2.78, 0.84, -2.45], [-2.75, 0.98, -3.96], [-3.14, -1.03, -4.37], [-2.38, -0.27, -5.60], [-0.33, -0.14, -4.38], [-0.90, -1.83, -4.52], [-0.19, -1.29, -2.17], [-1.88, -1.72, -2.22], [-0.77, 0.99, -2.14], [-2.97, 1.82, -2.02], [-3.59, 0.18, -2.14], [-1.97, 1.67, -4.29], [-3.71, 1.30, -4.36], [-4.19, -0.75, 0.49], [-5.49, -0.50, 0.69], [-5.64, 0.87, 0.78], [-4.34, 1.38, 0.64], [-3.47, 0.39, 0.46], [-3.67, -1.63, 0.47], [-6.21, -1.30, 0.76], [-6.54, 1.42, 0.95], [-4.00, 2.40, 0.68], [-1.44, -1.61, 0.34], [-1.51, -2.82, 0.36], [-1.60, -4.26, 0.43], [-2.01, -4.88, 1.61], [-2.09, -6.26, 1.69], [-1.75, -7.04, 0.59], [-1.34, -6.43, -0.59], [-1.26, -5.05, -0.67], [-2.26, -4.26, 2.47], [-2.40, -6.73, 2.61], [-1.81, -8.12, 0.65], [-1.08, -7.04, -1.45], [-0.93, -4.58, -1.59]],
  "lowdin_spin": [0.145, 0.037, 0.055, 0.538, 0.065, 0.066, 0.010, 0.001, 0.001, 0.000, 0.001, 0.012, 0.001, -0.001, 0.000, -0.001, 0.001, 0.000, -0.001, 0.000, 0.000, -0.001, 0.000, -0.001, 0.009, 0.000, 0.000, 0.000, 0.001, 0.012, 0.000, 0.000, 0.000, 0.000, 0.009, 0.000, 0.000, 0.000, 0.000, 0.000, 0.000, 0.000, 0.000, 0.000, 0.000, 0.000, 0.000, 0.000, 0.000, 0.010, 0.000, 0.000, 0.000, 0.003, 0.000, 0.000, 0.000, 0.000, 0.000, 0.000, 0.000, 0.000, 0.000, 0.001, 0.000, 0.000, 0.000, 0.003, 0.002, 0.000, 0.001, 0.006, 0.000, 0.000, 0.000, 0.001, 0.002, 0.006, 0.000, 0.002, 0.000, 0.002, 0.000, 0.001, 0.000, 0.000, 0.000, 0.000, 0.000]
}

Entry 3:
{
  "formula": "C4H11NO",
  "method": "wB97M-V/def2-TZVPD",
  "relative_energy_kcal_mol": 36.7,
  "gap_ev": [11.5, 6.8],
  "e_homo_ha": [-0.55442, -0.55436],
  "total_energy_ha": -288.65681,
  "e_lumo_ev": [-3.56, -8.30],
  "fmax_ev_per_a": 2.4,
  "mol_weight_g_mol": 89.14,
  "spin_multiplicity": 2,
  "charge": 1,
  "symbols": ["N", "C", "C", "C", "C", "H", "H", "H", "H", "H", "H", "H", "H", "H", "H", "H", "O"],
  "positions_angstrom": [[-1.17, -1.04, 0.11], [-0.56, -1.52, -1.08], [0.75, -0.73, -1.22], [0.72, 0.44, -0.21], [-0.69, 0.25, 0.55], [-1.25, -1.75, 0.85], [-0.38, -2.59, -1.14], [-1.19, -1.23, -1.94], [1.59, -1.41, -1.10], [0.81, -0.37, -2.25], [1.50, 0.35, 0.53], [0.71, 1.36, -0.77], [-0.51, 0.34, 1.62], [-1.40, 0.99, 0.18], [-0.31, 2.61, 2.24], [0.78, 1.70, 1.67], [0.61, 2.60, 1.96]],
  "lowdin_spin": [0.657, 0.088, 0.037, 0.033, 0.072, 0.016, 0.007, 0.044, 0.003, 0.000, 0.003, 0.000, 0.006, 0.034, 0.000, 0.000, 0.001]
}

Entry 4:
{
  "formula": "C32H40AsMnN6O3S6",
  "method": "wB97M-V/def2-TZVPD",
  "gap_ev": [6.5, 6.3],
  "e_homo_ha": [-0.16029, -0.15176],
  "total_energy_ha": -7573.68114,
  "e_lumo_ev": [2.18, 2.18],
  "fmax_ev_per_a": 1.4,
  "mol_weight_g_mol": 878.97,
  "spin_multiplicity": 2,
  "charge": -1,
  "symbols": ["Mn", "C", "C", "N", "N", "C", "S", "S", "C", "C", "C", "C", "C", "C", "C", "C", "C", "C", "C", "C", "C", "O", "H", "H", "H", "H", "H", "H", "H", "H", "H", "H", "H", "H", "H", "H", "O", "C", "C", "C", "C", "C", "C", "C", "O", "N", "N", "C", "S", "C", "C", "S", "H", "H", "H", "H", "H", "H", "H", "H", "H", "C", "N", "C", "S", "N", "C", "H", "H", "H", "H", "H", "H", "H", "H", "C", "As", "C", "C", "S", "H", "H", "H", "H", "H", "H", "H", "H", "H"],
  "positions_angstrom": [[0.06, 0.44, 0.61], [-2.33, 3.50, -1.41], [-1.20, 2.53, -1.13], [-1.23, 1.85, -0.04], [-2.29, 2.25, 0.81], [-2.35, 1.64, 1.95], [-1.38, 0.39, 2.56], [-3.63, 2.21, 3.07], [-4.91, 2.79, 1.93], [-5.93, 1.74, 1.56], [-7.29, 2.00, 1.66], [-8.24, 1.04, 1.33], [-7.82, -0.21, 0.88], [-6.46, -0.48, 0.77], [-5.53, 0.48, 1.11], [-0.10, 2.40, -2.11], [-0.01, 3.31, -3.18], [0.93, 3.23, -4.18], [1.88, 2.20, -4.12], [1.89, 1.34, -3.06], [0.91, 1.39, -2.03], [0.98, 0.52, -1.08], [-3.28, 3.00, -1.28], [-2.29, 3.90, -2.42], [-2.31, 4.33, -0.70], [-4.36, 3.14, 1.06], [-5.40, 3.63, 2.41], [-7.62, 2.97, 2.01], [-9.29, 1.26, 1.41], [-8.56, -0.97, 0.63], [-6.13, -1.45, 0.43], [-4.47, 0.26, 1.03], [-0.70, 4.15, -3.23], [0.93, 3.95, -4.99], [2.63, 2.10, -4.90], [2.67, 0.59, -2.97], [0.23, -4.91, 1.98], [1.24, -4.33, 2.64], [1.99, -5.12, 3.51], [3.04, -4.58, 4.22], [3.38, -3.23, 4.07], [2.65, -2.45, 3.19], [1.59, -2.98, 2.47], [0.85, -2.07, 1.54], [1.30, -0.92, 1.32], [-0.25, -2.56, 0.97], [-0.92, -1.56, 0.28], [-1.83, -1.96, -0.50], [-2.16, -3.67, -0.81], [-3.47, -3.36, -2.02], [-3.26, -1.97, -2.63], [-2.94, -0.84, -1.27], [-0.24, -4.18, 1.47], [1.71, -6.16, 3.63], [3.60, -5.20, 4.90], [4.21, -2.81, 4.63], [2.89, -1.41, 3.03], [-4.44, -3.42, -1.53], [-3.40, -4.13, -2.78], [-4.14, -1.62, -3.16], [-2.39, -1.97, -3.29], [3.70, 3.57, -0.94], [2.62, 3.34, 0.01], [2.62, 2.83, 1.25], [1.12, 2.50, 1.99], [3.75, 2.67, 1.96], [5.15, 2.76, 1.57], [3.24, 3.90, -1.87], [4.26, 2.67, -1.15], [4.37, 4.36, -0.60], [1.69, 3.31, -0.39], [3.56, 2.17, 2.82], [5.41, 3.77, 1.26], [5.42, 2.06, 0.78], [5.75, 2.51, 2.44], [4.69, -2.02, -2.65], [3.58, -1.70, -1.09], [4.07, -3.16, 0.07], [1.86, -2.20, -1.77], [4.27, 0.11, -0.30], [4.50, -3.01, -3.07], [5.72, -1.92, -2.33], [4.47, -1.26, -3.39], [4.78, -3.80, -0.45], [3.19, -3.75, 0.34], [4.51, -2.75, 0.97], [1.99, -3.23, -2.12], [1.58, -1.55, -2.60], [1.10, -2.15, -1.00]],
  "lowdin_spin": [0.999, -0.001, -0.004, 0.000, -0.001, 0.001, 0.002, 0.000, -0.001, 0.000, 0.000, 0.000, 0.000, 0.000, 0.000, 0.002, -0.001, 0.004, -0.001, 0.002, 0.000, 0.012, 0.000, 0.000, 0.000, 0.000, 0.000, 0.000, 0.000, 0.000, 0.000, 0.000, 0.000, 0.000, 0.000, 0.000, 0.000, 0.000, 0.000, 0.000, 0.000, 0.000, 0.000, 0.000, 0.003, 0.001, -0.001, -0.004, 0.000, 0.000, 0.000, -0.002, 0.000, 0.000, 0.000, 0.000, 0.000, 0.000, 0.000, 0.000, 0.000, 0.000, -0.001, -0.003, -0.006, -0.001, 0.000, 0.000, 0.000, 0.000, 0.000, 0.000, 0.000, 0.000, 0.000, 0.000, 0.000, 0.000, 0.000, 0.000, 0.000, 0.000, 0.000, 0.000, 0.000, 0.000, 0.000, 0.000, 0.000]
}